[1]
16
Properties=species:S:1:pos:R:3:forces:R:3 method="wB97M-V/def2-TZVPD" e_lumo_ev=-4.8 gap_ev=9.32 total_charge=+1 energy_ev=-19332.77505 relative_energy_kj_mol=307.69 max_force_ev_per_a=4.44
C 1.354428 0.386186 -0.067589 -2.1 3.9 0.1
C -0.281561 2.093719 -0.153202 1.7 -1.8 -1.1
C -1.221154 1.144882 0.312608 -2.7 -3.4 -0.7
C -0.868448 -0.330671 -0.130847 -2.2 -1.2 0.8
C 0.909722 -2.043849 0.002320 1.7 3.4 -1.5
N 0.544470 -0.565820 -0.084105 -0.3 -1.5 0.0
Cl 2.990422 0.355943 0.000891 0.7 -0.1 0.0
H -0.128629 2.942503 0.463989 0.9 0.7 0.2
H -0.209953 2.107143 -1.218197 0.3 0.8 -0.5
H -1.245487 1.075935 1.381159 -0.2 0.3 0.6
H -2.321224 1.174616 -0.076996 1.8 0.8 0.6
H -1.290582 -0.942626 0.720414 0.3 0.4 -1.0
H -1.299355 -0.870685 -1.062883 0.6 1.6 1.1
H 0.781226 -2.358392 -1.051112 -0.3 -0.8 1.0
H 0.299951 -2.388914 0.822284 0.3 -0.9 -0.1
H 1.986168 -1.779975 0.141268 -0.5 -2.2 0.5


[2]
24
Properties=species:S:1:pos:R:3:forces:R:3 method="wB97M-V/def2-TZVPD" e_lumo_ev=0.5 gap_ev=9.93 energy_ev=-13524.04900 smiles="CNC(C)=O.CNC(C)=O" relative_energy_kj_mol=152.00 max_force_ev_per_a=2.27
C 1.889243 -1.462915 -0.489860 0.3 -0.5 -1.3
N 1.353890 -0.508149 -1.466789 0.4 -0.8 0.2
C 0.102767 -0.620716 -1.984023 -1.3 -0.1 0.6
C -0.230438 0.297162 -3.128544 0.7 1.9 1.0
O -0.729950 -1.377229 -1.493845 0.4 0.1 -0.2
H 2.284261 -0.873868 0.334244 -0.4 -0.7 0.6
H 1.190462 -2.292151 -0.376584 -0.6 0.8 1.0
H 2.693944 -2.075100 -0.924024 0.4 0.7 -0.2
H 2.067359 0.062683 -1.873581 -0.2 0.4 -0.5
H 0.634491 0.214012 -3.787575 -0.7 0.3 -0.8
H -1.243252 0.331395 -3.493528 -0.1 -1.6 -0.7
H -0.321948 1.355295 -2.768205 1.1 -0.5 0.2
C -0.428946 2.373583 1.563371 -0.4 1.6 -0.6
N -1.072465 1.103057 1.400997 -0.2 -1.0 0.5
C -0.832708 0.153596 2.394171 1.5 -0.3 -0.1
C -1.231813 -1.250937 2.037670 -0.5 -0.5 -1.6
O -0.138559 0.414992 3.355854 -0.5 0.3 0.4
H 0.665477 2.350807 1.542326 -0.1 -0.1 0.5
H -0.729118 3.089011 0.783089 0.0 -0.6 -0.4
H -0.851757 2.921935 2.410738 0.6 -0.6 0.5
H -1.120143 0.699524 0.476638 -0.2 0.2 0.0
H -2.306866 -1.359883 1.866120 0.1 0.1 0.0
H -0.751736 -1.403394 1.060207 -0.4 0.0 -0.2
H -0.892201 -2.142699 2.561131 0.2 0.8 1.0


[3]
30
Properties=species:S:1:pos:R:3:forces:R:3 method="wB97M-V/def2-TZVPD" e_lumo_ev=-6.7 gap_ev=9.82 total_charge=+2 energy_ev=-17475.12791 smiles=CC[N+]#CNc1cncn1N([NH3+])CC relative_energy_kj_mol=397.00 max_force_ev_per_a=2.99
C 4.015477 2.528478 -0.110311 -0.2 1.7 -1.7
C 3.297948 1.208632 -0.308359 0.4 1.7 0.7
N 1.947330 1.298306 0.119452 -2.7 1.2 0.6
C 0.900382 1.594370 0.510139 -0.7 -1.1 0.4
N -0.353079 1.648943 1.031533 1.6 0.5 -0.8
C -1.490220 1.490821 0.185945 0.9 -1.2 1.4
C -2.190441 2.311048 -0.596307 -1.2 0.2 1.0
N -3.378886 1.755011 -0.932973 -0.4 -2.0 -0.9
C -3.343848 0.510877 -0.504412 -1.0 -0.1 -1.3
N -2.243474 0.296684 0.273712 -0.2 1.2 -0.9
N -1.855524 -0.818972 0.882957 -0.2 -1.7 1.7
N -2.903606 -1.296812 1.968334 -0.6 -1.3 -0.5
C -1.607541 -2.037728 0.010062 -1.2 2.0 -0.3
C -0.423590 -1.742747 -0.848502 -0.3 2.0 0.0
H 3.683807 3.226197 -0.925581 0.6 -0.4 0.7
H 3.812729 3.034132 0.817593 -0.5 -0.2 0.6
H 5.105574 2.439959 -0.101076 -0.2 -0.4 -0.5
H 3.702115 0.609934 0.431450 1.1 -2.2 0.8
H 3.286409 0.851094 -1.307706 0.3 -0.6 -0.7
H -0.448773 2.182485 1.902896 0.1 -0.2 -0.5
H -2.105647 3.333727 -0.746531 0.8 1.6 -0.5
H -3.989032 -0.332712 -0.887677 0.4 1.2 0.9
H -2.605222 -2.291852 2.120209 0.1 1.1 0.5
H -3.934120 -1.492640 1.693043 1.6 1.2 0.0
H -2.859273 -0.758038 2.872769 0.1 -0.5 -1.2
H -1.408432 -2.742417 0.768538 0.1 -1.6 0.2
H -2.516211 -2.150330 -0.616235 0.5 -0.8 0.5
H -0.753871 -1.064862 -1.634706 0.0 0.8 0.2
H 0.383831 -1.254693 -0.260419 -0.2 -0.8 -0.6
H -0.180139 -2.529158 -1.503243 0.9 -1.6 0.0


[4]
22
Properties=species:S:1:pos:R:3:forces:R:3 method="wB97M-V/def2-TZVPD" e_lumo_ev=-0.7 gap_ev=5.09 energy_ev=-23258.50531 relative_energy_kj_mol=69.52 max_force_ev_per_a=2.18
O 0.272744 1.227104 -0.656170 -0.5 0.1 0.5
O 0.360342 -1.545745 -2.173422 -0.9 0.2 0.4
C 0.955679 1.825229 -1.701626 0.1 0.1 -0.3
C 1.096578 0.924908 -2.924351 0.1 0.0 -0.1
O 2.006721 -0.164631 -2.728283 0.1 0.5 -0.2
C 1.582799 -1.445353 -2.415764 0.4 -0.5 0.2
H 1.967874 2.142719 -1.375116 -0.1 -0.1 -0.2
H 0.444012 2.742119 -2.064891 0.0 -0.1 0.1
H 1.507982 1.514553 -3.756191 -0.1 -0.1 0.1
H 0.105514 0.548224 -3.225171 0.2 0.1 0.0
O -0.686497 -1.383806 0.741280 0.0 0.0 -0.5
C -0.991652 -2.792886 0.724778 0.0 -0.3 -0.3
C -0.026088 -3.353479 1.772408 0.2 -0.3 -0.2
O 0.476182 -2.172881 2.425284 0.5 -0.4 0.2
C 0.104865 -1.092635 1.778370 -1.6 0.9 1.2
H -2.048911 -2.904808 0.987739 0.2 0.0 0.0
H -0.814934 -3.177293 -0.284200 0.1 0.2 0.2
H 0.826017 -3.877126 1.326069 -0.2 0.1 0.1
H -0.514598 -3.982591 2.521138 0.2 0.2 -0.1
O 0.214281 0.031134 2.213534 0.7 -0.6 -0.3
Na 0.457413 2.004543 1.326502 0.0 -0.1 -0.4
Li -0.516488 -0.360476 -1.029090 0.6 0.1 -0.3


[5]
105
Properties=species:S:1:pos:R:3:forces:R:3 method="wB97M-V/def2-TZVPD" e_lumo_ev=-0.1 gap_ev=9.49 energy_ev=-145947.76186 relative_energy_kj_mol=551.00 max_force_ev_per_a=5.19
C -13.183630 12.423410 -9.097740 -0.3 -2.4 -1.0
C -13.855750 12.973650 -7.907170 -1.3 0.1 0.0
C -13.505600 14.397110 -8.155250 0.4 1.1 0.3
O -13.724310 14.562870 -9.576130 0.0 1.8 0.7
C -13.497960 13.367660 -10.270930 0.5 -1.1 1.7
H -13.510650 11.397810 -9.268900 0.3 -0.2 -0.3
H -12.121300 12.419140 -8.853740 0.2 -0.1 -0.5
H -13.617300 12.416380 -7.001250 0.3 0.6 0.2
H -14.939720 12.961920 -8.021130 -0.2 -0.4 0.0
H -12.465880 14.622780 -7.918300 0.3 0.0 0.0
H -14.102930 15.093800 -7.567110 -0.2 0.2 -0.5
H -12.592270 13.316400 -10.875250 -0.2 0.8 -0.6
H -14.404890 13.159510 -10.838610 0.2 -0.4 -0.1
C -8.900390 6.396220 -4.051570 0.4 -0.3 1.2
C -10.085330 7.068360 -4.724470 -1.0 -0.2 -0.1
C -9.484660 8.332210 -5.321760 0.2 0.0 -0.3
O -8.100330 8.288940 -5.046770 1.4 -0.2 -0.1
C -7.696270 6.923330 -4.803380 -1.1 0.6 -0.1
H -8.865670 5.308000 -3.999760 -0.5 0.0 -0.2
H -8.803180 6.741080 -3.022140 -0.1 0.0 0.1
H -10.896980 7.467740 -4.116340 0.2 -0.6 0.8
H -10.618790 6.384730 -5.384910 0.4 0.1 -0.6
H -9.899850 9.196750 -4.803790 0.2 0.2 -0.1
H -9.654330 8.464910 -6.390270 -0.1 -0.1 -0.2
H -6.767310 6.872380 -4.235460 -0.1 0.4 0.0
H -7.575670 6.346360 -5.720250 0.1 0.2 -0.4
C -10.709460 15.771530 -2.771010 -0.9 0.7 0.9
C -12.109690 15.183850 -2.551530 -0.7 -1.2 -1.8
C -11.793180 13.731900 -2.256370 0.9 0.3 0.2
O -10.628220 13.812780 -1.446040 0.9 0.1 1.3
C -9.844160 14.991850 -1.765930 -1.2 -0.2 -1.6
H -10.769490 16.820290 -2.480170 0.4 0.1 -0.4
H -10.338860 15.671130 -3.791140 -0.3 0.0 0.0
H -12.675830 15.098970 -3.479100 -0.2 0.7 -0.3
H -12.775410 15.671050 -1.839100 0.5 0.0 0.3
H -11.503900 13.177120 -3.148920 -0.1 0.2 -0.6
H -12.573330 13.106770 -1.822000 0.1 0.4 0.6
H -8.958830 14.714380 -2.338020 0.4 -0.3 0.7
H -9.634550 15.663190 -0.933180 0.1 -0.8 0.4
C -19.780520 9.499320 -5.009020 -0.7 -1.4 0.1
C -18.886840 8.962490 -6.153440 0.2 1.0 -0.5
O -17.547140 9.269010 -5.700960 1.1 -0.9 -0.1
S -17.469510 9.887610 -4.258100 0.3 0.4 2.7
O -17.502340 11.325520 -4.429790 0.3 -1.6 0.4
O -16.509230 9.275070 -3.307480 -2.5 1.3 -3.1
O -18.967060 9.356730 -3.861020 1.8 1.0 0.6
H -20.586780 8.840080 -4.687390 -0.4 0.0 -0.9
H -20.163720 10.508860 -5.157620 0.4 0.1 0.0
H -18.944950 9.517880 -7.089530 -0.5 0.2 0.2
H -18.950910 7.915590 -6.450080 0.0 -0.1 0.8
C -1.242240 7.872920 -5.519340 -1.1 1.2 1.4
C -0.736960 6.489530 -5.137720 -1.1 -0.6 0.6
O 0.469920 6.304180 -5.801180 1.3 0.2 -2.8
S 0.518110 7.186800 -7.206410 1.2 1.2 -0.7
O -0.128620 6.544870 -8.352450 0.7 0.9 2.7
O 1.869300 7.728800 -7.424760 -3.2 -1.3 1.0
O -0.444800 8.380780 -6.526010 2.2 -1.0 -2.6
H -1.192520 8.645440 -4.751980 0.0 -0.3 0.4
H -2.277410 7.841140 -5.859210 0.0 -0.2 0.0
H -1.541370 5.825500 -5.454080 0.4 -0.6 -0.2
H -0.478320 6.223920 -4.112710 -0.4 0.7 0.2
C -5.840080 14.168790 -5.668390 0.0 -1.6 -0.9
C -4.904780 13.249780 -4.894990 0.3 -2.0 0.7
O -3.934800 13.981950 -4.170270 0.3 2.9 0.3
S -4.171630 15.611940 -4.358750 2.0 -0.3 -1.1
O -3.206710 16.094680 -5.346560 -2.0 -1.0 1.3
O -4.189600 16.338980 -3.105480 -1.0 -1.6 -1.8
O -5.640630 15.347610 -5.043370 0.8 4.6 2.2
H -6.894950 13.936110 -5.522750 0.1 -0.4 0.1
H -5.689510 14.268960 -6.743280 0.5 -0.2 -0.1
H -4.278390 12.530270 -5.422290 -0.7 -0.1 -0.5
H -5.459410 12.751180 -4.100080 -0.3 -0.4 -0.3
C -12.239930 6.726840 1.766400 0.6 0.8 -0.7
C -11.910850 8.016450 2.511490 -0.9 0.4 -0.2
O -10.726620 7.801210 3.294010 -0.7 -2.0 -0.8
S -10.355810 6.161460 3.207770 2.7 0.4 1.4
O -10.236340 5.689640 4.584690 -0.7 0.5 -2.8
O -9.190830 6.020490 2.314790 -3.0 0.2 1.5
O -11.738960 5.649960 2.507500 1.6 -0.3 1.9
H -11.604090 6.779970 0.882670 -0.8 -0.3 -0.7
H -13.314340 6.576460 1.660890 0.3 0.0 -0.5
H -12.778130 8.326170 3.094590 0.4 0.0 0.7
H -11.774750 8.779770 1.745380 0.4 0.2 0.2
C -1.940270 -0.507710 -4.189090 0.2 0.5 -1.6
C -2.201110 0.089680 -5.635810 -0.1 -0.1 2.0
O -3.002930 1.260670 -5.357960 -0.4 -0.1 0.5
S -3.950870 1.083960 -4.050080 -2.5 0.3 0.2
O -5.327910 0.641710 -4.466320 4.5 0.9 1.3
O -3.855390 2.271690 -3.193430 0.1 -2.6 -1.9
O -3.068450 -0.166070 -3.391610 -1.1 0.9 -0.7
H -1.037500 -0.064410 -3.768870 -0.1 0.0 0.1
H -1.811360 -1.584920 -4.294440 -0.3 0.0 0.4
H -2.751200 -0.616870 -6.257320 0.1 0.2 -0.1
H -1.256170 0.430320 -6.059090 -0.3 -0.1 -0.2
C -4.491220 3.914910 -10.923380 1.3 -1.4 -1.0
C -5.730340 3.572290 -10.148800 1.8 -0.7 -0.5
O -6.302320 4.815740 -9.904480 -1.1 2.0 0.2
S -5.811300 6.046220 -10.925820 -0.3 -0.3 -0.1
O -4.922160 6.987980 -10.244600 -1.9 -1.9 -1.2
O -6.994250 6.534440 -11.662160 3.2 -1.4 1.6
O -4.880590 4.954430 -11.784050 -1.0 2.5 0.0
H -4.238860 3.108460 -11.611890 0.0 -0.2 0.1
H -3.564440 4.084370 -10.375230 -0.3 0.7 0.3
H -5.439700 3.045870 -9.239670 -0.5 0.3 0.2
H -6.241810 2.888590 -10.826340 -1.1 0.4 0.4


[6]
82
Properties=species:S:1:pos:R:3:forces:R:3 method="wB97M-V/def2-TZVPD" e_lumo_ev=1.6 gap_ev=6.55 total_charge=-1 energy_ev=-150800.26082 max_force_ev_per_a=4.14
C -2.242051 -7.411900 -1.476236 -0.9 0.1 -0.1
C -2.483100 -5.791640 -1.676239 0.8 0.0 0.5
C -1.060898 -5.042679 -2.131042 -1.7 -0.9 0.4
O -0.557863 -4.307547 -0.941637 0.8 0.5 -3.0
C 0.458763 -3.315609 -1.371933 1.2 0.7 0.6
C 0.936368 -2.547913 0.035333 0.2 -0.5 -0.4
C -0.417446 -1.703635 0.412091 -0.4 0.7 0.8
N -1.082497 -2.100956 1.711320 0.5 0.2 -0.3
O 1.407875 -3.577271 1.019419 -1.2 1.4 -1.3
B 2.823099 -3.944627 0.788307 -0.8 1.1 -1.3
I 4.261505 -3.590605 2.464717 0.6 0.4 1.8
C 3.220504 -5.484275 0.370474 0.2 -1.8 -0.8
C 1.970110 -6.543895 0.341103 0.5 -1.0 -0.2
C 1.177191 -6.711855 1.775680 0.0 -0.1 -0.9
F 0.438360 -8.025489 1.681035 1.0 2.2 0.3
O 3.269319 -2.858178 -0.154282 -1.4 3.7 -1.1
C 2.343495 -1.677031 -0.160345 -0.3 -3.2 -1.7
N 2.386957 -0.771975 -1.408795 1.3 -0.4 1.2
Br 2.632557 -0.315219 1.330902 -0.1 -0.8 0.3
H -3.308091 -7.921246 -1.401711 2.2 0.9 0.0
H -1.701558 -7.904294 -2.405001 -1.0 1.1 1.9
H -1.655796 -7.633383 -0.469199 -1.1 0.5 -2.3
H -2.738258 -5.356007 -0.616041 0.3 -0.7 -2.1
H -3.369301 -5.540010 -2.432475 2.1 -0.7 1.7
H -1.346587 -4.319174 -3.012863 1.0 -1.2 1.6
H -0.343254 -5.926421 -2.466913 -1.1 2.2 0.6
H 0.018061 -2.484059 -2.096362 0.7 -1.8 1.4
H 1.389447 -3.819467 -1.880505 -1.8 0.7 0.9
H -1.248980 -1.794575 -0.438252 2.1 -0.1 1.7
H -0.183057 -0.537874 0.500490 -0.3 -2.5 -0.2
H -0.697029 -1.590324 2.537596 -0.2 -1.1 -1.2
H -1.103346 -3.137722 1.857170 0.5 1.5 -0.2
H 4.047538 -5.940780 1.087911 -1.8 0.9 -1.6
H 3.709063 -5.491309 -0.718117 -1.0 0.0 2.1
H 1.249799 -6.331190 -0.577878 1.2 -0.2 2.3
H 2.447386 -7.613328 0.110173 -1.1 2.1 0.6
H 1.887025 -6.804656 2.702333 -1.3 0.1 -1.9
H 0.387149 -5.866662 1.957224 1.5 -1.8 -0.4
H 2.209104 0.228907 -1.100200 0.2 -1.9 -0.3
H 3.374069 -0.742864 -1.791149 -1.4 -0.4 0.8
C -9.305755 -3.610228 -0.765873 -0.1 -0.3 0.1
C -8.192675 -3.321971 -1.755787 -0.5 0.6 0.1
O -7.255494 -4.409071 -1.793298 0.1 -1.7 -1.1
C -7.618213 -5.490574 -2.554725 -2.4 2.1 -0.3
O -8.674612 -5.566115 -3.175977 2.6 -0.3 1.3
C -6.515759 -6.548206 -2.546947 1.9 -2.0 0.2
F -6.022376 -6.786799 -1.297625 -0.8 0.5 -1.0
F -5.448468 -6.181837 -3.313191 -1.2 0.1 0.4
F -6.931052 -7.754753 -3.025400 -0.1 1.4 0.4
H -8.893078 -3.841299 0.221909 0.0 0.2 -0.1
H -9.976637 -2.750345 -0.676202 0.1 -0.1 0.0
H -9.896289 -4.477957 -1.074157 0.0 0.2 -0.1
H -7.637233 -2.435661 -1.432994 0.2 -0.4 -0.1
H -8.584752 -3.109006 -2.756170 0.1 -0.3 0.1
C 2.603684 3.268660 3.516651 0.0 0.3 0.2
C 3.195863 3.138710 2.125821 0.0 -0.9 0.6
O 2.943823 4.324386 1.356311 1.1 2.2 -0.3
C 3.784962 5.382574 1.588065 0.9 -2.6 2.0
O 4.705002 5.359573 2.400863 -2.0 0.7 -2.1
C 3.438225 6.555994 0.673238 -0.7 1.8 -1.3
F 2.098364 6.807802 0.623025 1.1 -0.5 0.3
F 3.831842 6.336127 -0.614080 -0.1 -0.2 1.1
F 4.027432 7.723369 1.056920 -0.3 -1.3 0.0
H 1.537454 3.512416 3.460576 0.1 -0.2 -0.1
H 2.724076 2.336738 4.077497 0.0 0.1 -0.2
H 3.084429 4.074441 4.079079 0.1 -0.2 -0.1
H 2.712197 2.310084 1.598845 0.1 0.5 -0.1
H 4.267718 2.915646 2.160657 -0.2 0.3 0.0
C 3.201014 10.732156 -0.740082 -0.3 0.1 -0.1
C 4.100398 11.432039 0.261540 0.1 -0.9 -0.2
O 3.758673 12.822936 0.362178 -1.3 1.2 1.1
C 2.682312 13.122352 1.157657 0.3 -3.3 0.2
O 2.020690 12.280330 1.758404 1.3 2.5 -1.2
C 2.459494 14.632669 1.215466 -0.6 2.5 0.1
F 2.526559 15.223224 -0.012502 0.0 -0.9 0.9
F 3.391586 15.259115 1.989571 -0.5 -0.9 -0.5
F 1.245240 14.973061 1.732053 1.1 -0.8 -0.4
H 3.232564 11.242023 -1.708817 0.1 -0.1 0.1
H 3.510951 9.691766 -0.878102 0.0 0.2 0.1
H 2.157881 10.740652 -0.410651 0.2 -0.1 0.1
H 5.138045 11.384794 -0.083879 -0.2 0.4 0.1
H 4.066284 10.948919 1.244024 -0.2 0.2 -0.1